[1]
ORCA calculation (ωB97M-V with the def2-TZVPD basis set) on a structure of composition C43H55BN7O4S4Tl.

Computed properties:
HOMO energy (alpha / beta)   -7.75 / -7.72 eV
Net charge   0
LUMO energy (alpha / beta)   -0.0783 / -0.0803 hartree
Kohn-Sham gap (alpha / beta)   5.62 / 5.53 eV

Each line ends with the Mulliken charge.
Atoms and positions in Å:
Tl (0.206017, -1.264603, 0.106843)  0.90
C (2.480581, 3.613547, -2.089718)  -1.58
C (1.784975, 2.300671, -2.211099)  0.53
C (1.137583, 1.806702, -3.325091)  -0.99
C (0.684611, 0.525718, -2.965290)  -0.75
N (1.047006, 0.282690, -1.712762)  0.35
N (1.715232, 1.357644, -1.244022)  0.35
B (2.583689, 1.333359, 0.042402)  -1.56
N (3.438993, 0.043857, 0.017777)  0.03
N (2.909300, -1.197477, 0.060682)  1.10
C (3.918391, -2.058296, 0.045127)  -0.63
C (5.136310, -1.357273, -0.001845)  -1.02
C (4.788024, -0.023345, -0.011788)  0.46
C (5.701024, 1.155984, -0.037262)  -1.27
C (3.786090, -3.559255, 0.067878)  2.66
C (4.463976, -4.124618, -1.188347)  -1.80
C (2.321431, -3.995496, 0.079476)  -1.40
C (4.480850, -4.093961, 1.328334)  -1.82
N (1.862355, 1.363495, 1.418473)  0.61
N (1.002681, 0.410062, 1.832886)  0.80
C (0.808201, 0.557984, 3.140132)  -1.14
C (1.597198, 1.623481, 3.595765)  -0.99
C (2.249915, 2.107051, 2.475884)  0.54
C (3.212530, 3.246239, 2.442739)  -1.57
C (-0.037761, -0.374481, 3.971660)  2.56
C (0.709459, -1.713892, 4.074218)  -1.52
C (-0.241442, 0.230640, 5.364589)  -2.39
C (-1.411115, -0.584907, 3.328912)  -0.95
C (-0.027794, -0.464594, -3.856983)  3.07
C (0.650260, -0.438875, -5.233500)  -1.85
C (0.032828, -1.888753, -3.301142)  -1.36
C (-1.505561, -0.079962, -4.019687)  -2.02
H (2.278434, 4.202180, -2.982069)  0.51
H (2.133942, 4.167437, -1.217105)  0.21
H (3.559527, 3.478232, -2.002873)  0.16
H (1.025447, 2.310906, -4.268383)  0.43
H (3.301393, 2.277261, -0.004967)  -0.17
H (6.134194, -1.759403, -0.025292)  0.56
H (6.731414, 0.808899, -0.069612)  0.42
H (5.509620, 1.781281, -0.909336)  0.22
H (5.572824, 1.771419, 0.853157)  0.12
H (3.990007, -3.719866, -2.083567)  0.28
H (5.520866, -3.861874, -1.217219)  0.37
H (4.379624, -5.212554, -1.210143)  0.46
H (1.810261, -3.620589, -0.808642)  -0.05
H (2.260357, -5.085115, 0.090066)  0.68
H (1.819910, -3.607744, 0.967258)  0.01
H (5.540089, -3.838364, 1.330201)  0.37
H (4.023331, -3.661034, 2.218987)  0.31
H (4.388028, -5.180250, 1.380854)  0.48
H (1.702333, 1.988954, 4.601569)  0.58
H (3.134981, 3.801081, 3.376118)  0.51
H (4.236103, 2.884711, 2.339071)  0.16
H (3.008065, 3.925237, 1.615068)  0.19
H (1.643398, -1.584722, 4.622518)  0.41
H (0.097640, -2.455302, 4.591781)  0.47
H (0.949164, -2.079331, 3.073898)  -0.04
H (0.701889, 0.293728, 5.907584)  0.43
H (-0.669566, 1.231176, 5.278741)  0.40
H (-0.928274, -0.389126, 5.941476)  0.47
H (-1.340694, -1.194710, 2.427910)  -0.39
H (-2.085758, -1.076788, 4.031781)  0.66
H (-1.841291, 0.377494, 3.054476)  -0.02
H (1.693435, -0.744548, -5.151264)  0.40
H (0.136354, -1.115627, -5.917007)  0.46
H (0.619748, 0.561353, -5.662961)  0.32
H (1.055617, -2.170879, -3.048579)  0.29
H (-0.593328, -1.973130, -2.413326)  -0.46
H (-0.348637, -2.584404, -4.050292)  0.66
H (-1.604213, 0.886159, -4.517564)  0.27
H (-2.015756, -0.826798, -4.629297)  0.65
H (-2.006197, -0.041351, -3.049954)  0.10
N (-1.251233, -4.115164, 0.322390)  -0.02
C (-2.477907, -3.539439, 0.036226)  0.30
C (-3.285710, -3.109117, 1.090221)  0.16
C (-4.492108, -2.480892, 0.838519)  -1.13
C (-4.864533, -2.234357, -0.465728)  0.23
C (-4.098357, -2.676943, -1.533091)  -0.68
C (-2.896620, -3.321916, -1.281018)  -0.56
S (-6.458485, -1.439601, -0.802542)  1.43
O (-6.134176, -0.300356, -1.660259)  -0.25
O (-6.969627, -1.056326, 0.506383)  -0.72
O (-7.182094, -2.511492, -1.455015)  -0.81
H (-1.122134, -4.461420, 1.257927)  0.20
H (-0.807084, -4.668813, -0.390577)  0.21
H (-2.955824, -3.267222, 2.110587)  0.18
H (-5.138600, -2.161282, 1.644054)  0.48
H (-4.441671, -2.503066, -2.543183)  0.48
H (-2.277063, -3.659265, -2.103506)  0.29
O (-1.343453, 1.017519, 0.153367)  0.49
C (-2.072800, 2.177353, 0.209787)  3.85
C (-2.128024, 2.890486, 1.547946)  -0.84
C (-1.140053, 3.660959, 2.078885)  -0.15
C (-1.538633, 4.350243, 3.250242)  -1.19
C (-2.823140, 4.081553, 3.595393)  -0.62
S (-3.566780, 2.991320, 2.499689)  -0.10
C (-1.779888, 3.192364, -0.889653)  -0.84
C (-1.648160, 2.932354, -2.218645)  0.00
C (-1.455248, 4.094207, -3.003671)  -1.02
C (-1.446025, 5.225808, -2.252353)  -0.65
S (-1.672356, 4.892430, -0.586739)  -0.08
C (-3.405515, 1.494479, -0.135289)  -1.95
C (-4.278120, 1.716492, -1.184592)  -0.72
C (-5.392445, 0.883503, -1.116860)  -0.57
C (-5.326404, -0.037384, -0.062670)  -0.57
S (-3.904892, 0.122341, 0.836087)  0.74
H (-0.158952, 3.736507, 1.641723)  0.92
H (-0.894258, 5.031138, 3.783819)  0.46
H (-3.397367, 4.460282, 4.423449)  0.47
H (-1.691954, 1.934389, -2.619677)  0.24
H (-1.328415, 4.078660, -4.075581)  0.43
H (-1.315194, 6.246840, -2.569085)  0.48
H (-4.157057, 2.496562, -1.917874)  0.78
H (-6.228219, 0.931895, -1.797016)  0.62
H (-6.063510, -0.798919, 0.179583)  0.79

Forces on atoms 1 to 3 (eV/Å):
-0.152 0.326 0.069
-0.007 -0.084 0.148
-0.152 -0.101 -0.301

---

[2]
ORCA calculation (ωB97M-V with the def2-TZVPD basis set) on a structure of composition C43H55O4S3SeV.

Computed properties:
HOMO energy (alpha / beta)   -3.19 / -4.39 eV
Net charge   -1
Multiplicity   4
LUMO energy (alpha / beta)   0.0857 / 0.0856 hartree
Kohn-Sham gap (alpha / beta)   5.53 / 6.72 eV

Each line ends with the Mulliken charge.
Atoms and positions in Å:
V (0.761210, -0.468022, -1.831067)  0.85
C (-3.871332, -1.561185, 3.890987)  -1.73
C (-2.423860, -1.332786, 4.346189)  2.29
C (-2.311959, 0.066073, 4.968026)  -1.72
C (-2.101474, -2.359727, 5.430927)  -2.18
C (-1.485186, -1.437826, 3.147641)  -0.28
C (-1.635383, -0.577713, 2.066139)  -0.95
C (-0.787663, -0.642939, 0.983855)  0.88
Se (-1.044854, 0.584064, -0.480242)  -0.13
C (0.061168, 2.061401, 0.073555)  0.14
C (-0.469977, 3.089216, 0.841235)  -0.23
C (0.318642, 4.147610, 1.251788)  -0.59
C (1.664620, 4.124206, 0.856624)  -0.01
C (2.236529, 3.124255, 0.092688)  -0.41
C (1.410055, 2.034468, -0.331668)  0.19
O (1.896385, 1.066066, -1.048234)  -0.63
C (3.717065, 3.142416, -0.288238)  2.38
C (4.416707, 1.904391, 0.292750)  -1.60
C (3.868639, 3.158371, -1.816170)  -1.50
C (4.436290, 4.376777, 0.258897)  -2.39
C (-0.197027, 5.304760, 2.103851)  2.22
C (-0.001120, 6.631375, 1.358729)  -1.69
C (-1.683080, 5.155221, 2.426472)  -2.10
C (0.574138, 5.360141, 3.429547)  -1.62
C (0.281341, -1.578675, 0.886226)  0.18
O (1.074615, -1.578640, -0.147472)  -0.30
C (0.416674, -2.486183, 1.973250)  0.27
C (-0.453715, -2.363671, 3.056550)  -0.47
C (1.492959, -3.579081, 2.084657)  2.32
C (0.834258, -4.923019, 2.442713)  -1.79
C (2.476823, -3.191457, 3.197752)  -1.75
C (2.306841, -3.832618, 0.814840)  -1.84
H (-4.561379, -1.453666, 4.732586)  0.46
H (-3.988850, -2.562838, 3.472992)  0.35
H (-4.164545, -0.846008, 3.121637)  0.32
H (-2.990889, 0.164901, 5.819662)  0.45
H (-2.561093, 0.843962, 4.245430)  0.34
H (-1.293312, 0.252104, 5.312794)  0.35
H (-2.802453, -2.241270, 6.260576)  0.45
H (-1.092304, -2.229549, 5.826157)  0.38
H (-2.189618, -3.383467, 5.062132)  0.39
H (-2.426863, 0.164662, 2.062786)  0.34
H (-1.516956, 3.039589, 1.113425)  0.43
H (2.296470, 4.942958, 1.176798)  0.32
H (3.952303, 0.987796, -0.062778)  0.14
H (4.365275, 1.921459, 1.384345)  0.30
H (5.472752, 1.907096, 0.005216)  0.47
H (3.394598, 2.285749, -2.257794)  0.05
H (4.928855, 3.163968, -2.086872)  0.47
H (3.408427, 4.058240, -2.232328)  0.31
H (4.403033, 4.421459, 1.349796)  0.39
H (4.017515, 5.306813, -0.132653)  0.39
H (5.487030, 4.334769, -0.037951)  0.47
H (-0.534486, 6.620813, 0.406384)  0.34
H (1.051957, 6.818200, 1.144850)  0.30
H (-0.376030, 7.468558, 1.954598)  0.47
H (-2.291973, 5.130947, 1.520923)  0.38
H (-2.014826, 6.002024, 3.032190)  0.45
H (-1.883101, 4.242194, 2.990169)  0.31
H (1.639633, 5.526244, 3.264928)  0.31
H (0.466649, 4.421204, 3.975572)  0.34
H (0.202078, 6.171761, 4.061428)  0.46
H (-0.306499, -3.042801, 3.885020)  0.17
H (0.310855, -4.897783, 3.398058)  0.32
H (1.596490, -5.704379, 2.503911)  0.50
H (0.113804, -5.210480, 1.674136)  0.30
H (1.971550, -3.078613, 4.158859)  0.29
H (2.963990, -2.243666, 2.963008)  0.33
H (3.250973, -3.956829, 3.306901)  0.47
H (1.660657, -4.111383, -0.017885)  0.20
H (2.992109, -4.662075, 1.017660)  0.55
H (2.876379, -2.960359, 0.505562)  0.24
O (-0.123457, -1.030261, -3.521820)  -0.78
C (-1.452258, -1.212553, -3.833539)  2.60
C (-2.165557, -1.937351, -2.704039)  -0.70
C (-3.356341, -1.685000, -2.091902)  -0.43
C (-3.631693, -2.583810, -1.020135)  -0.73
C (-2.639731, -3.499429, -0.849814)  -0.52
S (-1.374020, -3.275832, -1.970050)  0.03
C (-2.117444, 0.125437, -4.123863)  -0.53
C (-3.394488, 0.418597, -4.503506)  -0.51
C (-3.589155, 1.808648, -4.743148)  -0.87
C (-2.440573, 2.521218, -4.561550)  -0.64
S (-1.149988, 1.529330, -4.054507)  0.04
C (-1.508485, -2.063024, -5.105396)  -0.63
C (-2.343864, -3.076696, -5.457156)  -0.43
C (-2.070897, -3.585770, -6.763412)  -0.66
C (-1.035206, -2.933436, -7.358735)  -0.56
S (-0.379553, -1.723284, -6.347517)  -0.07
H (-3.988763, -0.851508, -2.354483)  0.53
H (-4.506013, -2.523302, -0.388896)  0.41
H (-2.569867, -4.263736, -0.093797)  0.49
H (-4.156875, -0.335578, -4.640570)  0.61
H (-4.527182, 2.249991, -5.047617)  0.41
H (-2.300197, 3.583548, -4.672939)  0.47
H (-3.118410, -3.449722, -4.801670)  0.54
H (-2.612429, -4.399176, -7.223837)  0.40
H (-0.612147, -3.126392, -8.330770)  0.45
C (2.032735, -3.492798, -3.801569)  -1.04
C (2.739955, -2.754868, -2.690139)  0.69
O (2.580651, -1.325994, -2.781941)  -0.34
H (2.118347, -4.568696, -3.634463)  0.41
H (2.486284, -3.273378, -4.773066)  0.36
H (0.980644, -3.221451, -3.855749)  0.11
H (3.813209, -2.972387, -2.691024)  0.33
H (2.343485, -3.013859, -1.712082)  -0.69
H (2.462750, -1.087050, -3.710323)  0.22

Forces on atoms 1 to 3 (eV/Å):
0.756 -0.177 -0.023
-0.038 -0.005 -0.012
0.002 0.022 -0.019

---

It is found that the maximum force values, taken in the order of the records, are 16.0; 0.9 eV/A.
It is found that the DFT total energy values, taken in the order of the records, are -4145.33018; -6512.65329 Eh.